1.
Molecular formula: C6H6O
Method: DFT, ωB97M-V/def2-TZVPD

Atoms and positions in Å:
O -0.79333 1.11789 -1.68000
C -0.22123 -0.14159 -1.43046
C 0.07914 -0.39002 0.04442
C -0.52514 0.34660 0.94827
C -0.77403 1.47269 1.55009
C 1.07681 -1.33763 0.42690
C 1.90467 -2.15055 0.75097
H -1.65736 1.15236 -1.24949
H -0.83836 -0.95890 -1.82275
H 0.73184 -0.14718 -1.96887
H -0.03694 2.16000 1.15348
H -1.56747 1.75974 2.23450
H 2.62139 -2.88341 1.04296

Cartesian forces (eV/Å) of the 2 atoms listed first:
-0.2418 -0.0783 0.0470
0.1276 -0.3667 -0.1164

Values from the calculation:
Frontier orbital gap = 9.60 eV
ΔE to the lowest compared entry with this formula, charge and spin = 395.83 kJ/mol
HOMO energy = -8.99 eV

Results of the natural (NBO) charge analysis, in e, for atoms 1 through 4: -0.6996, -0.0584, -0.2104, 0.1356

=====

2.
Molecular formula: C6H8O2
Method: DFT, ωB97M-V/def2-TZVPD

Atoms and positions in Å:
C -0.28951 1.04977 0.45972
C 0.65385 1.14044 -0.78603
C 1.48428 0.08410 -0.86961
C 1.25347 -0.72949 0.39277
C -0.23906 -0.43199 0.70681
C -1.26126 -1.19795 -0.24373
H -2.09186 1.05878 -0.39052
H 0.27077 1.58724 1.22815
H 0.35406 1.88304 -1.48129
H 2.22738 -0.26859 -1.61852
H 1.35507 -1.77314 0.35134
H 1.82040 -0.31849 1.19629
H -0.59513 -0.66691 1.73618
H -1.15482 -2.38805 -0.15069
O -1.53907 1.66514 0.20239
O -2.24859 -0.69391 -0.73323

Cartesian forces (eV/Å) of the 2 atoms listed first:
0.7188 0.7382 -2.2401
-0.4018 -1.4687 0.1827

Values from the calculation:
Frontier orbital gap = 10.14 eV
ΔE to the lowest compared entry with this formula, charge and spin = 189.21 kJ/mol
HOMO energy = -9.52 eV

Results of the natural (NBO) charge analysis, in e, for atoms 1 through 4: 0.0574, -0.1902, -0.2168, -0.4352

=====

3.
Molecular formula: C19H15BrCl2N4O3Os
Method: DFT, ωB97M-V/def2-TZVPD

Atoms and positions in Å:
Os 0.19926 -0.74851 0.12763
O 3.96986 -1.29481 -1.21327
C 2.77076 -1.18781 -1.11837
N 2.08026 -1.17111 0.06083
C 2.87196 -1.20851 1.26633
C 1.95926 -1.03801 2.43883
C 2.42246 -1.03221 3.74793
C 1.50996 -0.90961 4.78263
C 0.15656 -0.82491 4.47773
C -0.23514 -0.82781 3.15143
N 0.64996 -0.91381 2.15173
C 1.83786 -1.05661 -2.28197
C 2.32276 -1.07521 -3.58007
C 1.41206 -0.98481 -4.62067
C 0.06356 -0.86861 -4.32057
C -0.33924 -0.84441 -2.99167
N 0.53366 -0.94221 -1.99177
H 3.64756 -0.42821 1.22433
H 3.40956 -2.16731 1.33953
H 3.48156 -1.11341 3.93953
H 1.84066 -0.89101 5.81093
H -0.58354 -0.75171 5.25823
H -1.27804 -0.74601 2.87303
H 3.38686 -1.16571 -3.73797
H 1.75336 -1.00401 -5.64347
H -0.66974 -0.79591 -5.10847
H -1.38794 -0.75341 -2.73317
Cl -2.19544 -2.25601 -0.22037
C -1.54004 -3.90301 -0.13837
Cl 0.18806 -3.76581 0.26023
H -1.64274 -4.37721 -1.11267
H -2.05504 -4.46361 0.64343
Br -2.04344 6.58129 -1.81947
C -2.48444 5.03159 -0.83687
C -3.63314 5.00809 -0.02837
N -3.91844 3.95179 0.67763
C -3.19824 2.86089 0.68623
C -2.05094 2.78539 -0.10947
C -1.69434 3.88909 -0.87647
C -1.19894 1.55789 -0.10977
O -1.57234 0.53909 0.53813
O -0.12504 1.55329 -0.73677
H -4.30184 5.85539 0.03783
H -3.51414 2.04759 1.32683
H -0.80574 3.85009 -1.49107

Cartesian forces (eV/Å) of the 2 atoms listed first:
0.5862 1.1563 -1.9180
-0.9455 -0.0260 0.3309

Values from the calculation:
Frontier orbital gap (spin up / spin down) = 4.42 / 4.45 eV
Total charge = +2
ΔE to the lowest compared entry with this formula, charge and spin = 149.13 kJ/mol
HOMO energy (spin up / spin down) = -13.84 / -13.84 eV

Results of the natural (NBO) charge analysis, in e, for atoms 1 through 4: 1.4280, -0.4424, 0.6243, -0.4662

=====

4.
Molecular formula: C7H10O
Method: DFT, ωB97M-V/def2-TZVPD

Atoms and positions in Å:
C -0.29828 0.19338 -1.60130
C -0.04656 2.17458 -0.55848
C -0.37129 -0.74284 1.44681
C 0.66713 -0.97158 0.32753
C 0.91045 0.09202 -0.80402
C 1.10691 1.53604 -0.52442
C -1.50365 -1.52123 1.90889
H 0.01568 0.28736 -2.73841
H -1.09444 -0.44576 -1.39944
H -0.38484 3.05007 -0.22001
H 0.38432 0.25515 2.25580
H 1.60028 -1.21877 0.83995
H 0.21241 -1.97944 -0.21598
H 1.87603 -0.48663 -1.38700
H 1.68846 1.89765 0.30167
H -2.07256 -1.43580 2.94871
H -1.70409 -2.17604 0.86316
O -0.98596 1.49183 -1.44345

Cartesian forces (eV/Å) of the 2 atoms listed first:
-0.8334 2.3995 -5.5216
-1.2283 -4.1078 -4.7840

Values from the calculation:
Frontier orbital gap = 9.60 eV
ΔE to the lowest compared entry with this formula, charge and spin = 637.18 kJ/mol
HOMO energy = -8.73 eV

Results of the natural (NBO) charge analysis, in e, for atoms 1 through 4: -0.0929, 0.1910, -0.1364, -0.4510

=====

5.
Molecular formula: C26H46N10O16P
Method: DFT, ωB97M-V/def2-TZVPD

Atoms and positions in Å:
C 0.21576 5.38903 -3.87007
O 1.20507 4.89959 -2.89831
C 1.24313 3.43499 -3.00950
C -0.19115 2.75481 -2.59549
C -0.48873 3.25602 -1.07999
C -1.70988 2.42081 -0.36309
C -1.10654 0.93884 -0.08367
C -0.16190 0.51032 1.11058
C 0.41288 1.35325 2.35360
C 1.96936 1.98461 1.89016
C 3.27571 1.14158 2.55359
O 2.79103 2.60091 3.01902
N 0.03195 -0.91783 0.72597
C 0.91440 -1.85047 1.50746
C 2.42045 -1.68246 0.89094
C 2.68650 -1.13845 -0.59055
C 4.15448 -0.92992 -1.17679
C 5.39859 -1.26463 -0.26408
C 5.15748 -1.83854 1.20125
C 6.46209 -2.15427 2.08747
C 3.70266 -2.05154 1.78252
C -0.71385 -1.29066 -0.46343
P -0.88893 -2.91587 -1.43393
N -0.00838 -4.25288 -0.66578
O -0.10928 -2.75269 -2.98401
N -1.44833 -0.14885 -1.01322
N -2.27499 -0.11202 -2.12600
C -3.56334 -0.06806 -1.73224
O -4.73565 0.27286 -1.41524
H 0.19107 4.73927 -4.83085
H 0.37659 6.48870 -4.16903
H -0.81748 5.35221 -3.33664
H 2.06914 3.08837 -2.26334
H 1.58385 3.15164 -4.07274
H 0.01371 1.61242 -2.58240
H -1.03031 2.99772 -3.34410
H 0.46586 2.97870 -0.46662
H -0.60680 4.39654 -0.98003
H -2.55857 2.40284 -1.16410
H -2.07287 2.92273 0.61074
H 0.70589 0.64815 3.20981
H -0.21758 2.25942 2.66403
H 2.08970 2.40777 0.75695
H 3.03983 0.31149 3.30762
H 4.28553 1.13737 2.01349
H 0.98508 -1.39063 2.57765
H 0.55438 -2.93835 1.52840
H 1.82415 -0.84518 -1.31087
H 4.28841 -0.54437 -2.25481
H 6.45256 -1.08607 -0.68541
H 7.19041 -2.91312 1.62773
H 7.01917 -1.13596 2.21496
H 6.12450 -2.43609 3.16754
H 3.46323 -2.45416 2.83489
H 0.96842 -3.91739 -0.57370
H -0.45879 -4.38833 0.25667
H -0.41025 -1.92758 -3.43785
C -4.11406 0.30509 2.13889
N -3.09862 -0.46628 2.90250
O -2.30866 0.16954 3.58932
O -3.12781 -1.68426 2.78719
H -3.96978 1.36715 2.33526
H -3.96708 0.08500 1.08144
H -5.09943 -0.02007 2.47860
C 8.20088 0.84790 4.82822
N 7.68344 -0.54211 4.72486
O 8.48272 -1.41802 4.42270
O 6.49102 -0.70625 4.95078
H 9.26677 0.84381 4.60318
H 7.65629 1.45610 4.10571
H 8.02312 1.18983 5.84782
C 0.02442 -7.91012 -0.81154
N 0.55248 -7.91851 0.57923
O 0.13852 -7.05255 1.34538
O 1.36195 -8.79016 0.85634
H -0.68081 -7.08631 -0.91402
H 0.87144 -7.77849 -1.48487
H -0.47155 -8.86583 -0.98118
C -7.90657 -0.31030 5.33625
N -7.26831 0.31683 4.14898
O -7.20452 1.53703 4.12419
O -6.85171 -0.44046 3.27921
H -8.22599 0.47556 6.01964
H -8.76223 -0.88631 4.98360
H -7.16327 -0.95324 5.80782
C -4.43900 6.92414 -4.01300
N -3.20016 6.11478 -3.86842
O -3.14375 5.33534 -2.92353
O -2.32644 6.28801 -4.70648
H -5.12273 6.66786 -3.20454
H -4.15351 7.97475 -3.95838
H -4.87817 6.68269 -4.98095
C -3.06733 -2.17921 -4.95044
N -3.05075 -3.16025 -6.06713
O -2.26872 -4.09677 -5.97922
O -3.82311 -2.95529 -6.99224
H -2.33489 -2.48464 -4.20270
H -2.81113 -1.20400 -5.36555
H -4.07243 -2.17855 -4.52809

Cartesian forces (eV/Å) of the 2 atoms listed first:
-1.1453 0.2293 0.5077
-0.6954 -1.3755 -1.6418

Values from the calculation:
Frontier orbital gap = 7.12 eV
Total charge = +1
HOMO energy = -11.11 eV

Results of the Mulliken charge analysis, in e, for atoms 1 through 4: -0.2559, -0.4284, -0.6082, -0.0276

=====

6.
Molecular formula: C3H5N3
Method: DFT, ωB97M-V/def2-TZVPD

Atoms and positions in Å:
C 1.59680 -0.50311 0.14155
N 0.46599 0.34024 0.45495
C -0.75184 0.27775 -0.03484
N -1.26912 1.49147 0.06227
C -1.43211 -0.87958 -0.57758
N -2.01827 -1.78371 -0.99852
H 1.28561 -1.52213 -0.11848
H 2.17087 -0.09101 -0.69786
H 2.25680 -0.55371 1.01184
H -0.03539 1.59453 0.59918
H -2.26933 1.62925 0.15749

Cartesian forces (eV/Å) of the 2 atoms listed first:
0.0620 -0.1242 -0.0192
-0.1445 -0.0488 -0.1123

Values from the calculation:
Frontier orbital gap = 9.63 eV
ΔE to the lowest compared entry with this formula, charge and spin = 278.09 kJ/mol
HOMO energy = -9.36 eV

Results of the natural (NBO) charge analysis, in e, for atoms 1 through 4: -0.4236, -0.5501, 0.3377, -0.7927

=====

no.,E (eV)
1,-8362.404
2,-10444.765
3,-129587.763
4,-9461.957
5,-84619.544
6,-7659.573